No. 1
Entry from the Open Molecules 2025 dataset: a structure of composition C26H48ClHoOP (ωB97M-V/def2-TZVPD).

As for the expectation value of S²: 6.011. The value obtained for the calculated total energy is -77397.3172 eV. As for the lowest unoccupied orbital energy (spin up / spin down): 2.5 / 2.5 eV.

```
! wB97M-V def2-TZVPD RIJCOSX def2/J DEFGRID3
* xyz -1 5
C -0.110 -3.842 1.075
H -2.802 -2.336 -5.431
C -1.287 -1.567 2.558
H -2.986 -2.898 2.845
C 3.827 -1.126 -4.524
C 1.186 4.842 -3.536
Cl -1.907 1.238 0.526
H -4.157 0.111 -4.203
H 0.456 -4.746 1.359
H 2.813 1.121 -3.097
H 1.686 -2.551 1.065
H -1.461 -0.982 3.478
H 0.346 -1.219 -4.828
H 1.250 5.139 -1.391
H 2.296 -2.649 -4.549
H 1.756 2.749 -1.629
H 0.832 3.969 2.632
H 0.225 2.921 -0.771
H -1.424 -2.092 -1.814
H 2.441 -1.761 -6.067
C 0.657 -2.610 1.459
C -3.360 -0.347 -4.805
H -0.852 -2.204 -3.482
H -0.513 4.202 -4.712
H 2.275 4.700 -3.555
C 0.175 -1.659 2.189
H 4.591 -1.882 -4.734
C -1.896 -2.971 2.755
C -3.435 -1.871 -4.665
H -3.755 -2.084 -2.539
H -1.237 -0.040 -5.069
H 3.343 2.476 1.242
P -0.057 0.445 -2.203
H 0.118 1.849 -4.970
H -2.085 1.341 -4.368
H -1.847 -1.059 1.753
C 1.354 -0.490 -3.037
H 3.833 -1.679 -2.435
H -1.507 -3.371 3.699
C 0.711 3.078 -1.748
C 3.132 1.406 1.098
H 4.810 -0.254 -2.800
C 0.628 2.450 -4.203
C 2.696 0.136 -2.620
C 2.459 -1.650 -4.976
H 3.642 0.848 1.898
C -1.639 -0.250 -2.948
C -2.998 -2.367 -3.282
C 0.669 4.565 -2.121
H 0.874 -0.932 2.675
H 4.088 -0.240 -5.119
C -2.019 0.244 -4.349
H -1.691 -4.974 2.034
H 1.031 4.077 -5.560
H 2.711 0.309 -1.533
H -0.371 4.909 -2.047
H 3.556 1.105 0.131
H -1.049 2.514 -2.857
H 1.682 2.143 -4.195
C -0.063 3.320 2.606
H -2.937 -3.461 -3.280
H -2.245 -3.854 0.806
H -0.187 -3.890 -0.021
O 1.752 1.152 1.103
C -1.648 -1.786 -2.847
H 0.999 5.889 -3.798
C 1.296 -0.746 -4.545
H -2.379 0.147 -2.224
H -4.461 -2.202 -4.864
C 0.016 2.218 -2.821
H -3.541 -0.058 -5.847
H -1.006 3.856 2.837
Ho 0.002 1.231 2.169
C 0.544 3.931 -4.588
H 1.276 -1.475 -2.536
C -1.545 -3.958 1.645
H 1.354 0.204 -5.093
C 3.867 -0.760 -3.036
*
```

Formally, the Mulliken partial charges of the atoms, in units of the elementary charge, are as follows: -0.52, 0.31, -0.59, 0.37, -0.70, -0.68, -0.56, 0.40, 0.45, 0.25, 0.36, 0.43, 0.02, 0.40, 0.38, 0.13, 0.01, -0.08, 0.03, 0.39, -0.41, -1.05, 0.19, 0.36, 0.29, 0.03, 0.39, -0.98, -0.68, 0.35, -0.01, 0.23, -0.03, 0.11, 0.27, 0.14, 0.20, 0.32, 0.36, 0.10, -0.73, 0.41, -0.44, -0.26, -1.02, 0.25, 0.36, -0.81, -0.95, 0.45, 0.31, -0.27, 0.31, 0.39, -0.63, 0.36, 0.18, 0.77, 0.11, -0.43, 0.39, 0.25, 0.19, -0.28, -0.69, 0.41, -0.17, 0.59, 0.35, -0.04, 0.39, 0.08, 0.18, -1.10, 0.55, -0.69, 0.04, -0.77

No. 2
Entry from the Open Molecules 2025 dataset: a structure of composition C9H12F14LiN3O15S7 (ωB97M-V/def2-TZVPD).

The value obtained for the calculated total energy is -158809.5317 eV. For the energy above the lowest of the compared OMol25 structures with the same formula, charge and spin, the calculation gives 12.1 kJ/mol. As for the lowest unoccupied orbital energy: 3.9 eV.

```
! wB97M-V def2-TZVPD RIJCOSX def2/J DEFGRID3
* xyz -2 1
N -0.396 0.584 -1.200
N -3.040 1.510 2.690
F -3.221 -3.498 -6.210
H 0.558 3.293 1.639
C 1.300 -2.048 -2.745
H -0.725 -2.811 -6.208
F -1.584 -1.444 -1.055
C -1.339 -2.645 -5.325
O -0.645 -2.382 -4.097
F 0.322 2.897 -1.162
H 2.575 5.381 2.259
O -1.664 3.449 3.769
C 1.446 3.901 1.425
F -3.877 3.759 2.840
F -2.507 -0.733 3.179
S -1.671 0.631 3.096
O 2.680 -3.481 0.551
C 0.752 -2.378 -4.124
O -1.151 0.758 4.433
H -1.845 -1.703 -5.542
C -3.130 -3.681 -3.761
C -2.416 -3.728 -5.125
O 3.887 3.191 0.771
H -2.477 -3.127 -3.082
H 3.885 2.184 3.499
O 0.110 -1.990 3.763
O -3.726 2.526 4.867
F 2.620 -2.171 -2.440
H 1.515 3.500 4.464
O 2.378 -1.166 3.439
O 0.830 -1.970 1.075
F -3.346 -4.914 -3.271
F 1.040 -1.366 -5.002
O -0.808 0.511 1.954
O -2.221 -0.116 -2.923
S 1.511 -2.260 3.672
F -1.879 -4.960 -5.321
F 1.151 -3.581 -4.608
O -2.716 0.498 -0.495
H 0.958 5.327 2.989
H 1.122 -0.990 -2.541
F 0.662 -2.802 -1.829
F 1.904 -2.738 5.204
S 1.583 -3.152 1.419
S -0.381 1.918 -2.203
C 2.895 2.531 3.210
Li 0.818 0.093 0.255
O 2.222 1.367 0.948
H 3.102 4.422 4.276
C 2.331 3.807 3.815
F -4.280 -2.960 -3.790
C 1.806 4.723 2.672
S -2.913 2.730 3.710
O -1.598 2.633 -2.483
N 1.923 -3.577 2.964
S 2.674 2.656 1.417
H 1.390 4.408 0.469
O 0.619 1.783 -3.229
S -1.839 0.062 -1.561
F 0.565 -4.357 1.076
H 2.265 1.696 3.524
*
```

Formally, the Mulliken partial charges of the atoms, in units of the elementary charge, are as follows: -0.08, -0.31, -0.34, 0.08, 0.60, 0.50, -0.28, -1.18, -0.42, -0.20, 0.40, -0.50, -0.42, -0.35, -0.31, 0.89, -0.69, 0.75, -0.58, 0.39, 0.81, 1.11, -0.71, -0.21, 0.46, -0.51, -0.64, -0.32, 0.37, -0.57, -0.24, -0.29, -0.31, -0.23, -0.52, 1.14, -0.31, -0.29, -0.63, 0.39, -0.07, -0.17, -0.38, 1.02, 0.79, -0.53, 1.40, -0.57, 0.25, -0.61, -0.29, -0.92, 1.03, -0.53, -0.52, 0.84, 0.59, -0.64, 1.01, -0.32, 0.19

No. 3
Entry from the Open Molecules 2025 dataset: the ion C35H33F6N4O with charge +1 (ωB97M-V/def2-TZVPD).

The value obtained for the calculated total energy is -61139.4316 eV. For the energy above the lowest of the compared OMol25 structures with the same formula, charge and spin, the calculation gives 0.0 kJ/mol. As for the lowest unoccupied orbital energy: -2.5 eV. As for the structure (SMILES): CN(C)c1ccc(C2([N@@H+]3CCC[C@@H]3CNC(=O)Nc3cc(C(F)(F)F)cc(C(F)(F)F)c3)c3ccccc3-c3ccccc32)cc1.

```
! wB97M-V def2-TZVPD RIJCOSX def2/J DEFGRID3
* xyz 1 1
F 9.128 -4.598 0.839
N 1.254 -2.314 1.310
C -0.563 -1.552 -0.091
C 4.835 -2.662 0.908
C -0.127 1.991 -2.036
C -0.073 1.646 1.601
C -0.343 1.564 -0.730
H -1.455 -0.468 -1.541
C 5.683 -3.788 0.860
N 3.491 -2.821 1.242
C -7.398 2.263 -2.728
C 2.520 -1.827 1.159
C -4.471 1.904 -2.297
N -6.598 2.967 -1.744
H 1.110 -3.275 1.596
H -7.749 3.547 -0.043
H 1.179 3.138 -3.322
H 4.719 -0.533 0.612
N -1.646 -0.501 -0.535
H -3.021 -0.020 2.261
C 5.356 -1.405 0.562
H 0.110 1.253 4.965
H 0.204 -1.484 -0.891
H 3.153 -3.756 1.448
H 1.452 2.176 3.031
C -1.300 0.966 1.379
H -0.676 -3.658 -0.543
H -3.405 -3.374 -0.631
C -3.237 1.437 -1.872
C 6.990 -3.646 0.408
H -2.456 -2.671 -1.943
H 2.938 3.431 -1.578
H -2.589 0.965 -2.610
C -3.640 2.316 0.346
C 7.496 -2.405 0.025
C -5.333 2.565 -1.379
F 7.390 -5.952 0.905
C 1.762 2.536 -0.001
H -1.544 -3.181 0.911
C -7.290 3.977 -0.955
H -0.837 1.790 -2.836
C 0.115 -1.411 1.256
H -0.562 -1.637 2.096
H 2.527 2.583 0.774
C -1.322 -2.880 -0.123
C -2.053 0.458 2.428
C -2.859 1.555 -0.528
C -2.995 -1.221 -0.467
F 8.287 0.410 0.476
H -5.432 3.460 0.591
C -0.284 1.205 3.944
H 0.522 -0.417 1.416
H -3.350 -1.083 0.552
H -2.129 0.257 4.569
H 5.305 -4.764 1.153
C 0.533 1.962 0.298
C 1.033 2.739 -2.315
F 6.284 1.055 -0.182
C 6.665 -1.292 0.114
H -6.791 1.519 -3.248
C -2.623 -2.644 -0.858
C 1.995 2.950 -1.320
C 7.209 0.055 -0.296
O 2.744 -0.623 0.952
H -6.567 4.753 -0.655
H -4.743 1.835 -3.350
H -3.328 2.489 1.375
H -8.074 4.455 -1.560
F 8.111 -5.174 -1.029
C -4.847 2.846 -0.086
C -1.577 0.868 -0.108
F 7.633 0.042 -1.601
H 8.516 -2.305 -0.329
C -1.530 0.600 3.723
H -3.723 -0.791 -1.165
H -8.258 1.756 -2.262
C 7.897 -4.846 0.288
H -7.807 2.960 -3.472
C 0.461 1.736 2.888
*
```

Formally, the Mulliken partial charges of the atoms, in units of the elementary charge, are as follows: -0.25, -0.13, 0.79, 0.60, -0.42, 0.13, -1.00, 0.88, -0.95, -0.08, -0.98, 0.55, -1.41, 0.09, 0.32, 0.34, 0.45, 1.13, 0.18, 0.41, -0.76, 0.42, 0.31, 0.21, 0.50, -1.50, 0.39, 0.43, -0.68, 0.15, 0.30, 0.44, 0.35, -0.87, -1.28, 0.88, -0.27, -0.53, 0.44, -1.19, 0.23, -0.41, 0.35, 0.43, -0.96, 0.05, 0.67, -0.22, -0.25, 0.46, -0.98, -0.81, 0.25, 0.45, 0.48, 1.26, -0.90, -0.25, 0.06, 0.31, -0.89, -0.96, 0.78, -0.63, 0.41, 0.46, 0.53, 0.33, -0.24, -0.78, 2.48, -0.26, 0.45, -0.94, 0.26, 0.32, 0.85, 0.32, -0.08

No. 4
Entry from the Open Molecules 2025 dataset: the molecule C23H25ClN2O4S (ωB97M-V/def2-TZVPD).

The value obtained for the calculated total energy is -58784.9323 eV. For the energy above the lowest of the compared OMol25 structures with the same formula, charge and spin, the calculation gives 0.0 kJ/mol. As for the lowest unoccupied orbital energy: -0.4 eV. As for the structure (SMILES): CCC/N=C1\S/C(=C\c2ccc(OC[C@H](O)CO)c(Cl)c2)C(=O)N1c1ccccc1C.

```
! wB97M-V def2-TZVPD RIJCOSX def2/J DEFGRID3
* xyz 0 1
H -3.037 4.638 6.217
H 2.036 -2.809 -7.700
H 1.110 2.476 -0.673
O 2.776 -4.048 -6.185
C -3.083 4.285 4.107
H 4.421 -0.707 -5.595
H 2.365 2.300 -2.604
C 0.824 -0.655 -2.056
H -1.479 2.797 6.677
C 2.545 0.588 -3.849
Cl 0.843 -2.986 -3.408
H -4.497 -1.900 5.030
C -1.752 2.447 3.345
C -1.721 0.367 2.093
H -3.758 5.101 3.899
H 4.572 -1.702 -7.749
C 3.466 -0.970 -6.068
C -2.987 -1.528 2.693
C 1.194 0.677 -1.835
H -3.134 -2.330 6.066
C 3.977 -3.423 -6.552
H -4.070 -1.494 2.544
O 2.577 -1.505 -5.106
H -2.522 -2.002 1.814
C 0.731 1.460 -0.720
H -2.966 -3.378 3.775
H 0.160 -1.162 -1.376
H 4.668 -3.335 -5.706
C -2.620 3.491 3.074
C -0.107 1.150 0.289
H -2.924 3.679 2.055
C -0.348 1.074 4.918
H 0.006 1.122 5.944
H 0.510 1.138 4.248
H 3.034 -0.080 -6.539
C -3.423 -1.793 5.166
C -2.677 4.025 5.404
O 0.029 3.287 1.344
C 1.305 -1.338 -3.148
O 2.617 -2.107 -8.039
C -2.680 -2.341 3.954
C 2.172 -0.735 -4.072
C 3.705 -2.031 -7.164
H 2.381 -3.550 -5.453
N -2.540 -0.182 2.858
C -1.315 2.182 4.641
H -3.200 -0.738 5.296
C -0.419 2.164 1.317
H 3.212 1.085 -4.534
C -1.801 2.986 5.663
H -0.829 0.110 4.759
N -1.282 1.652 2.256
H 4.425 -4.068 -7.312
S -0.949 -0.343 0.615
H -1.603 -2.316 4.136
C 2.063 1.275 -2.754
*
```

Formally, the Mulliken partial charges of the atoms, in units of the elementary charge, are as follows: 0.40, 0.43, 0.41, -0.57, -0.84, 0.48, 0.36, -0.81, 0.37, -0.56, -0.31, 0.35, -0.18, 0.79, 0.40, 0.43, -0.77, -0.62, 1.66, 0.33, -0.46, 0.32, -0.20, 0.29, -0.72, 0.40, 0.50, 0.28, -0.38, -0.13, 0.46, -1.28, 0.45, 0.30, 0.42, -1.10, -0.55, -0.62, 0.16, -0.59, -0.48, 0.48, -0.26, 0.34, -0.19, 1.31, 0.24, 0.28, 0.38, -1.01, 0.10, 0.45, 0.34, -0.45, 0.25, -1.10

No. 5
Entry from the Open Molecules 2025 dataset: a structure of composition C16H34FNO7S2 (ωB97M-V/def2-TZVPD).

The value obtained for the calculated total energy is -57345.4487 eV. As for the lowest unoccupied orbital energy: -1.4 eV.

```
! wB97M-V def2-TZVPD RIJCOSX def2/J DEFGRID3
* xyz 0 1
H 3.414 3.378 -0.274
O -1.497 -0.881 4.590
H 1.631 2.882 2.731
C 3.190 4.363 2.370
O 0.158 -2.599 3.872
C 1.836 -5.160 -2.389
H -3.763 3.517 -3.804
O 0.971 0.021 2.559
H -2.766 3.435 -0.050
C -3.211 4.459 -1.907
O -1.436 2.937 -1.533
H 1.552 -6.127 -2.812
H 3.168 -3.170 -0.885
H -1.596 4.709 -0.463
C -0.866 -2.478 0.927
H -2.968 -4.762 1.662
C 1.798 3.805 2.169
H -0.144 -2.139 0.071
N -1.327 -1.380 1.858
H -4.138 4.836 -1.465
H -0.103 -5.031 -1.432
H -0.380 -3.406 1.450
F -2.393 -3.227 3.780
C -2.030 2.639 -2.804
C -2.512 -4.665 0.575
O 1.651 3.550 0.765
H -1.397 3.080 -3.581
H 0.178 -3.767 -2.650
C 0.652 -4.371 -1.871
O -1.215 1.215 2.408
O 1.145 -3.516 -0.830
H -2.745 5.273 -2.473
H 2.365 4.714 -0.799
H -2.060 1.556 -2.952
C 2.743 4.171 0.073
H 1.033 4.534 2.458
C 2.478 -3.927 -0.496
C -2.230 -3.070 0.161
H 3.268 5.010 3.248
H 4.493 5.232 0.840
S -1.225 -1.956 3.503
H -2.137 -2.985 -1.020
H 0.130 1.830 -0.041
H -0.719 0.252 -0.818
H 3.909 3.543 2.483
C 0.025 0.644 0.009
H -4.130 2.574 -2.347
H 1.117 0.237 -0.251
H 2.942 6.058 1.083
C -2.240 3.926 -0.876
H 2.588 -3.974 0.591
C 2.704 -5.267 -1.162
S -0.355 0.066 1.750
H 2.357 -4.586 -3.164
C -3.409 3.263 -2.802
C 3.434 5.079 1.067
H -3.343 -5.058 -0.163
H -3.212 -2.497 0.499
H 2.336 -6.072 -0.515
H -1.480 -5.252 0.462
H 3.757 -5.460 -1.384
*
```

Formally, the Mulliken partial charges of the atoms, in units of the elementary charge, are as follows: 0.29, -0.50, 0.16, -0.56, -0.49, -0.57, 0.33, -0.60, 0.27, -0.54, -0.28, 0.33, 0.30, 0.24, -0.20, 0.26, -0.34, 0.02, 0.13, 0.33, 0.19, 0.40, -0.29, -0.50, -0.93, -0.27, 0.29, 0.27, -0.42, -0.62, -0.25, 0.26, 0.28, 0.24, -0.50, 0.27, -0.55, -0.56, 0.35, 0.33, 1.07, 0.27, 0.04, 0.24, 0.27, -0.45, 0.27, 0.35, 0.26, -0.37, 0.29, -0.56, 1.06, 0.27, -0.54, -0.55, 0.30, 0.36, 0.27, 0.23, 0.34

No. 6
Entry from the Open Molecules 2025 dataset: a structure of composition C11H10BrF3Fe (ωB97M-V/def2-TZVPD).

As for the expectation value of S²: 6.022. The value obtained for the calculated total energy is -124148.6067 eV. As for the lowest unoccupied orbital energy (spin up / spin down): 6.1 / 6.0 eV.

```
! wB97M-V def2-TZVPD RIJCOSX def2/J DEFGRID3
* xyz -2 5
H -1.112 0.881 -3.103
H -1.579 -2.377 1.441
F 0.678 1.436 3.194
C -1.609 0.651 0.036
C -0.243 0.563 -2.491
F 0.905 -0.696 3.536
Br 1.619 -2.097 0.548
C 1.581 -0.720 -1.880
C -1.511 0.920 1.423
C 0.270 -0.762 -2.458
H -1.719 1.398 -0.760
C -1.658 -0.777 -0.122
C -1.513 -0.317 2.099
H 0.702 2.529 -2.075
H -1.787 -1.357 -1.033
H -1.474 1.857 1.967
F 2.439 0.435 2.448
H -0.177 -1.599 -2.993
C -1.594 -1.342 1.161
C 1.100 0.277 2.597
C 1.858 0.653 -1.518
H 2.864 1.024 -1.344
H -1.662 -0.518 3.146
C 0.727 1.446 -1.908
H 2.282 -1.514 -2.028
Fe 0.612 0.008 0.118
*
```

Formally, the Mulliken partial charges of the atoms, in units of the elementary charge, are as follows: 0.37, 0.37, -0.27, -1.28, -0.35, -0.22, -0.67, -0.95, -0.31, -0.32, 0.50, -0.39, -0.36, 0.32, 0.46, 0.37, -0.22, 0.46, -0.50, 0.07, -0.94, 0.56, 0.47, -0.18, 0.58, 0.44